ORCA calculation (ωB97M-V/def2-TZVPD) on C2HI5S as an isolated structure.

The geometry in XYZ format:
```
9
C2HI5S ωB97M-V/def2-TZVPD
C 0.432 0.144 0.444
C -0.833 -0.103 -0.363
S 1.949 0.245 -0.528
I 0.533 -1.288 2.272
I 0.739 2.198 1.201
I -1.127 1.425 -1.910
I -2.507 0.404 1.099
I -1.129 -2.056 -1.085
H 1.943 -0.969 -1.132
```

Properties
**2S+1**: 1
**Max |F|**: 2.50 eV/A
**LUMO level**: -1.22 eV
**Net charge**: 0


ORCA calculation (ωB97M-V/def2-TZVPD) on a 17-piece molecular cluster, C72H189N23O28 overall.

The geometry in XYZ format:
```
312
C72H189N23O28 ωB97M-V/def2-TZVPD
C 17.890 18.874 27.149
O 17.684 17.919 28.195
C 16.394 17.679 28.697
C 16.543 16.494 29.609
N 16.962 15.319 28.782
C 17.224 14.138 29.668
C 17.700 13.052 28.717
O 17.754 11.796 29.425
C 17.946 10.641 28.632
H 17.038 18.809 26.476
H 18.778 18.637 26.549
H 17.991 19.933 27.423
H 15.690 17.567 27.872
H 16.014 18.574 29.247
H 15.586 16.359 30.040
H 17.256 16.702 30.419
H 17.761 15.446 28.201
H 16.329 14.000 30.262
H 18.096 14.216 30.363
H 18.734 13.286 28.457
H 17.076 13.088 27.771
H 18.993 10.576 28.315
H 17.340 10.724 27.739
H 17.571 9.815 29.152
C 13.587 18.480 31.454
O 13.743 17.103 31.166
C 13.271 16.299 32.264
C 13.627 14.830 31.798
N 12.899 13.783 32.504
C 13.017 12.452 32.006
C 14.416 11.855 31.842
O 15.143 11.929 33.091
C 16.540 11.778 33.043
H 12.561 18.864 31.784
H 13.919 19.076 30.624
H 14.279 18.744 32.260
H 12.195 16.262 32.244
H 13.733 16.675 33.210
H 14.721 14.696 31.716
H 13.286 14.826 30.782
H 12.972 13.799 33.491
H 12.583 12.529 30.945
H 12.354 11.791 32.575
H 14.966 12.436 31.106
H 14.309 10.824 31.389
H 16.920 11.947 34.024
H 16.983 12.588 32.443
H 16.907 10.750 32.650
C 22.266 18.651 23.652
O 21.469 19.797 23.664
C 22.023 20.683 24.648
C 21.088 21.902 24.719
N 19.681 21.534 24.949
C 18.840 22.725 25.261
C 17.473 22.179 25.477
O 17.090 21.520 24.303
C 15.631 21.357 24.198
H 22.168 18.142 24.584
H 23.349 18.817 23.372
H 21.851 18.001 22.868
H 22.956 21.132 24.225
H 22.130 20.121 25.620
H 21.233 22.464 23.791
H 21.446 22.559 25.529
H 19.362 20.990 24.145
H 18.713 23.388 24.391
H 19.294 23.126 26.153
H 16.730 22.998 25.576
H 17.453 21.607 26.430
H 15.505 21.020 23.186
H 15.138 22.339 24.264
H 15.379 20.732 25.043
C 5.307 21.308 29.777
O 6.618 21.099 30.141
C 7.613 21.322 29.148
C 8.968 20.667 29.599
N 9.661 21.346 30.701
C 9.046 21.283 32.064
C 9.087 22.659 32.672
O 10.473 23.002 32.758
C 10.686 24.366 32.480
H 4.633 20.778 30.472
H 5.096 20.961 28.797
H 5.051 22.373 29.873
H 7.659 22.355 28.788
H 7.244 20.713 28.320
H 9.686 20.804 28.763
H 8.774 19.569 29.692
H 10.635 21.191 30.592
H 9.579 20.593 32.677
H 8.034 20.929 32.076
H 8.701 22.658 33.686
H 8.567 23.440 32.080
H 10.019 25.073 32.993
H 10.579 24.523 31.377
H 11.725 24.552 32.872
C 12.449 14.764 36.642
O 12.036 13.654 35.862
C 10.737 13.891 35.229
C 10.295 12.541 34.734
N 9.702 11.665 35.695
C 8.321 11.981 36.002
C 7.356 10.991 35.350
O 7.547 11.079 33.954
C 6.467 10.371 33.194
H 13.462 14.543 37.105
H 11.721 15.028 37.435
H 12.549 15.664 36.037
H 10.889 14.716 34.441
H 10.048 14.344 36.063
H 11.134 11.959 34.270
H 9.497 12.588 34.009
H 10.229 11.705 36.551
H 8.052 13.020 35.863
H 8.175 11.819 37.132
H 6.315 11.260 35.560
H 7.536 9.998 35.593
H 6.632 10.326 32.146
H 5.519 10.926 33.368
H 6.328 9.386 33.603
C 8.708 21.643 25.529
O 9.805 22.040 26.406
C 10.593 23.198 26.004
C 11.834 23.179 26.839
N 11.496 23.492 28.263
C 12.629 23.749 29.197
C 13.445 22.442 29.672
O 14.522 22.804 30.467
C 14.336 23.492 31.678
H 9.173 21.029 24.799
H 8.147 22.465 25.140
H 8.024 20.993 26.122
H 9.965 24.131 26.173
H 10.901 23.107 24.927
H 12.548 23.929 26.553
H 12.268 22.153 26.862
H 10.774 22.953 28.735
H 12.252 24.161 30.145
H 13.324 24.480 28.664
H 13.860 21.976 28.797
H 12.734 21.778 30.128
H 15.341 23.505 32.169
H 13.656 22.946 32.348
H 13.966 24.507 31.497
C 11.673 20.934 23.272
O 12.127 22.263 23.046
C 11.338 23.006 22.105
C 12.139 24.184 21.746
N 12.611 24.853 22.911
C 13.378 26.084 22.617
C 14.297 26.511 23.732
O 15.246 25.482 24.013
C 16.147 25.430 22.930
H 12.251 20.431 24.000
H 11.832 20.388 22.275
H 10.598 20.937 23.474
H 10.321 23.312 22.561
H 11.052 22.367 21.221
H 11.461 24.799 21.169
H 12.952 23.898 21.031
H 13.169 24.232 23.449
H 12.632 26.891 22.401
H 13.994 25.923 21.711
H 13.857 26.781 24.728
H 14.779 27.498 23.536
H 16.495 26.470 22.631
H 15.749 24.811 22.082
H 17.085 24.936 23.205
C 5.290 10.495 27.917
O 6.458 10.813 28.647
C 7.542 11.112 27.813
C 8.734 11.096 28.729
N 9.991 10.941 27.935
C 11.269 11.056 28.626
C 12.404 10.837 27.690
O 13.515 10.767 28.558
C 14.750 11.106 28.055
H 4.514 10.362 28.652
H 5.452 9.703 27.209
H 4.910 11.324 27.306
H 7.398 12.119 27.448
H 7.599 10.347 27.040
H 8.552 10.194 29.398
H 8.778 12.062 29.240
H 9.972 9.996 27.577
H 11.247 10.311 29.383
H 11.439 11.999 29.086
H 12.541 11.688 26.997
H 12.347 9.893 27.095
H 15.475 10.984 28.851
H 14.704 12.123 27.665
H 15.011 10.334 27.287
C 16.797 19.816 20.853
O 17.056 18.817 21.779
C 18.445 18.823 22.192
C 18.498 17.905 23.411
N 18.694 16.511 23.091
C 18.878 15.836 24.341
C 19.054 14.366 24.170
O 18.955 13.656 25.442
C 19.021 12.242 25.295
H 17.042 19.502 19.822
H 17.396 20.742 20.994
H 15.712 19.971 20.866
H 18.805 19.780 22.562
H 19.030 18.475 21.300
H 17.670 18.161 24.047
H 19.393 18.167 24.035
H 17.814 16.169 22.737
H 18.210 15.990 25.191
H 19.830 16.221 24.750
H 20.052 14.133 23.750
H 18.379 13.980 23.395
H 19.976 11.840 24.957
H 18.246 11.879 24.566
H 18.818 11.922 26.324
C 10.233 14.923 28.197
O 11.059 15.421 29.268
C 10.701 16.785 29.618
C 11.488 17.876 28.939
N 11.212 17.914 27.552
C 11.876 19.019 26.870
C 13.411 18.741 26.647
O 13.795 19.289 25.436
C 14.147 18.347 24.377
H 10.435 15.480 27.251
H 9.200 14.989 28.539
H 10.544 13.829 28.173
H 10.740 16.817 30.726
H 9.667 16.915 29.281
H 12.536 17.911 29.294
H 11.027 18.747 29.500
H 11.637 17.058 27.078
H 11.791 19.916 27.515
H 11.450 19.257 25.886
H 13.541 17.645 26.651
H 14.097 19.186 27.392
H 13.628 18.598 23.420
H 13.808 17.336 24.684
H 15.226 18.251 24.257
C 3.327 13.066 32.524
O 4.115 12.289 31.677
C 4.683 13.059 30.704
C 3.795 13.320 29.461
N 4.592 13.751 28.380
C 3.871 13.936 27.109
C 4.875 14.427 26.103
O 5.730 13.402 25.768
C 6.742 13.801 24.880
H 2.553 12.363 32.813
H 2.849 13.985 31.942
H 3.952 13.448 33.448
H 5.526 12.451 30.391
H 5.029 13.989 31.173
H 3.035 14.031 29.702
H 3.305 12.374 29.146
H 5.389 13.082 28.255
H 3.061 14.690 27.330
H 3.339 13.138 26.626
H 5.381 15.319 26.490
H 4.372 14.845 25.174
H 6.379 13.593 23.821
H 7.604 13.148 25.065
H 7.001 14.814 25.060
C 8.119 14.648 32.031
O 7.628 15.743 31.755
N 7.568 13.776 32.933
N 9.231 14.130 31.406
H 6.645 14.075 33.273
H 7.770 12.802 32.946
H 9.637 14.720 30.704
H 9.848 13.546 31.910
C 14.759 16.010 22.532
O 15.695 15.567 23.289
N 14.832 17.104 21.784
N 13.609 15.270 22.470
H 13.992 17.326 21.247
H 15.654 17.655 21.875
H 12.765 15.773 22.297
H 13.579 14.486 23.090
C 10.983 17.550 22.642
O 11.896 17.430 21.783
N 9.912 18.352 22.405
N 10.987 16.960 23.848
H 9.135 18.207 23.022
H 9.760 18.624 21.450
H 10.284 17.168 24.555
H 11.794 16.418 24.067
C 5.862 17.394 29.345
O 5.190 17.767 28.386
N 6.090 16.075 29.590
N 6.450 18.217 30.183
H 6.630 15.724 30.345
H 5.690 15.389 28.962
H 6.245 19.222 30.294
H 6.863 17.772 31.018
C 7.726 17.623 25.735
O 8.405 17.467 24.722
N 6.347 17.693 25.721
N 8.261 17.849 26.941
H 5.851 17.720 26.564
H 6.038 17.743 24.758
H 9.282 17.878 26.994
H 7.690 17.943 27.733
C 13.701 15.162 26.492
O 12.769 15.572 25.759
N 13.507 14.886 27.801
N 14.978 14.951 26.096
H 12.675 15.228 28.269
H 14.336 14.825 28.340
H 15.292 15.242 25.148
H 15.621 15.027 26.904
```

Properties
**2S+1**: 1
**Max |F|**: 3.86 eV/A
**LUMO level**: 0.45 eV
**Net charge**: 0


ORCA calculation (ωB97M-V/def2-TZVPD) on one molecule with the formula C16H17Cl2N5OS2.

The geometry in XYZ format:
```
43
C16H17Cl2N5OS2 ωB97M-V/def2-TZVPD
N 5.985 -1.777 2.659
C 4.756 -1.203 2.264
N 3.721 -1.925 2.057
N 2.673 -1.186 1.726
C 2.909 0.079 1.599
S 1.823 1.132 0.855
C 0.527 0.027 0.218
N 0.869 0.107 -1.234
C -0.175 -0.400 -2.099
C 0.280 -0.621 -3.506
C -0.920 -0.933 -4.398
C -2.012 0.110 -4.338
Cl -3.324 -0.431 -5.524
C -2.545 0.371 -2.939
C -1.335 0.581 -1.961
C -1.734 0.540 -0.442
O -2.918 0.410 -0.240
N -0.809 0.505 0.538
C -1.195 0.679 1.902
C -1.594 1.955 2.381
C -1.910 2.185 3.726
C -1.834 1.181 4.632
Cl -2.430 1.311 6.217
C -1.544 -0.101 4.160
C -1.138 -0.352 2.856
S 4.562 0.525 1.890
H 6.729 -1.128 2.922
H 6.075 -2.817 2.807
H 0.709 -1.004 0.511
H 1.191 1.034 -1.591
H -0.457 -1.392 -1.659
H 0.995 -1.440 -3.349
H 0.850 0.159 -3.886
H -1.303 -1.914 -4.135
H -0.593 -1.126 -5.461
H -1.518 1.046 -4.622
H -3.102 -0.506 -2.524
H -3.312 1.140 -2.807
H -0.880 1.520 -2.206
H -1.629 2.801 1.686
H -2.139 3.192 3.963
H -1.502 -1.000 4.812
H -0.800 -1.336 2.541
```

Properties
**2S+1**: 1
**Max |F|**: 3.25 eV/A
**LUMO level**: 0.28 eV
**SMILES**: Nc1nnc(S[C@@H]2N[C@@H]3CC[C@@H](Cl)C[C@H]3C(=O)N2c2ccc(Cl)cc2)s1
**Net charge**: 0


ORCA calculation (ωB97M-V/def2-TZVPD) on C12H17Br2N2OPtS as an isolated structure.

The geometry in XYZ format:
```
36
C12H17Br2N2OPtS ωB97M-V/def2-TZVPD
Pt 0.000 0.000 0.000
Br 0.000 0.057 2.537
C 0.000 1.974 1.974
Br 0.000 2.537 0.057
H 0.896 2.416 2.416
H -0.897 2.415 2.415
C 1.660 -4.808 2.791
C 1.006 -3.434 2.810
C 1.838 -2.356 2.118
N 1.944 -2.582 0.680
C 2.196 -1.635 -0.273
S 2.407 0.000 0.000
N 2.284 -2.079 -1.582
C 2.165 -3.310 -2.225
O 2.851 -3.560 -3.213
C 1.222 -4.330 -1.709
C -0.037 -3.978 -1.209
C -0.898 -4.968 -0.733
C -0.513 -6.308 -0.775
C 0.730 -6.665 -1.299
C 1.596 -5.678 -1.772
H 1.056 -5.518 3.366
H 2.659 -4.775 3.236
H 1.748 -5.199 1.773
H 0.851 -3.139 3.854
H 0.017 -3.499 2.342
H 2.856 -2.324 2.524
H 1.372 -1.382 2.300
H 2.203 -3.526 0.426
H 2.748 -1.402 -2.176
H -0.355 -2.938 -1.183
H -1.873 -4.695 -0.337
H -1.188 -7.079 -0.409
H 1.021 -7.711 -1.346
H 2.559 -5.961 -2.193
H -1.718 0.000 0.000
```

Properties
**2S+1**: 3
**Max |F|**: 3.35 eV/A
**LUMO level (alpha / beta)**: -4.37 / -5.83 eV
**<S²>**: 2.0077
**Net charge**: +1


ORCA calculation (ωB97M-V/def2-TZVPD) on C23H25N15O3Ti as an isolated structure.

The geometry in XYZ format:
```
67
C23H25N15O3Ti ωB97M-V/def2-TZVPD
Ti 11.423 -12.203 2.526
O 8.727 -10.194 0.174
C 9.341 -10.664 1.110
N 10.676 -11.031 1.087
C 11.406 -10.614 -0.071
C 12.822 -10.975 0.062
C 13.684 -10.595 -0.963
C 14.967 -11.104 -0.925
C 15.346 -11.947 0.127
C 14.434 -12.206 1.119
N 13.190 -11.669 1.093
C 8.760 -10.823 2.486
C 7.520 -10.320 2.885
C 7.238 -10.286 4.234
C 8.141 -10.781 5.134
C 9.331 -11.328 4.683
N 9.606 -11.377 3.340
H 11.327 -9.532 -0.264
H 11.038 -11.126 -0.979
H 13.357 -9.920 -1.757
H 15.671 -10.780 -1.624
H 16.346 -12.337 0.233
H 14.688 -12.818 1.932
H 6.851 -9.887 2.153
H 6.335 -9.897 4.643
H 7.938 -10.625 6.189
H 10.054 -11.684 5.373
N 10.361 -14.584 5.989
C 11.340 -13.984 5.321
N 10.927 -13.738 4.050
C 9.689 -14.331 4.041
N 9.308 -14.851 5.154
C 8.936 -14.289 2.766
C 7.721 -14.901 2.565
N 7.195 -14.986 1.368
C 7.839 -14.469 0.352
C 8.992 -13.684 0.571
N 9.551 -13.590 1.790
H 10.328 -15.040 6.877
H 12.243 -13.639 5.781
H 7.204 -15.404 3.373
H 7.431 -14.626 -0.633
H 9.463 -13.184 -0.251
C 13.596 -8.804 4.640
C 13.102 -10.132 4.082
N 12.021 -10.274 3.401
O 11.316 -9.072 3.240
C 13.767 -11.403 4.363
C 14.930 -11.576 5.271
N 13.253 -12.427 3.750
O 13.727 -13.609 3.860
H 12.761 -8.309 5.149
H 13.959 -8.145 3.821
H 14.452 -8.944 5.313
H 11.076 -9.093 2.315
H 14.633 -11.176 6.257
H 15.811 -11.096 4.834
H 15.161 -12.675 5.333
N 12.566 -15.234 -1.927
N 12.569 -14.946 -0.616
N 13.240 -15.650 0.269
C 12.945 -15.023 1.429
N 12.148 -14.003 1.213
N 11.952 -13.897 -0.108
H 11.592 -15.416 -2.230
H 13.162 -15.968 -2.181
H 13.338 -15.310 2.368
```

Properties
**2S+1**: 1
**Max |F|**: 3.12 eV/A
**LUMO level (alpha / beta)**: -7.05 / -7.05 eV
**Net charge**: +2


ORCA calculation (ωB97M-V/def2-TZVPD) on a 2-piece molecular cluster, C4H12NO overall.

The geometry in XYZ format:
```
18
C4H12NO ωB97M-V/def2-TZVPD
C 1.712 0.696 0.246
C 0.661 0.717 -0.959
C -0.771 0.527 -0.628
C -1.706 1.378 -1.015
N -1.013 -0.933 -0.346
H 2.130 -0.234 0.633
H 1.430 1.272 1.127
H 2.485 1.321 -0.180
H 0.979 0.008 -1.735
H 0.856 1.690 -1.423
H -2.776 1.358 -1.097
H -1.282 2.350 -1.157
H -1.831 -0.994 0.276
H -1.355 -1.447 -1.223
H -0.190 -1.328 0.119
H -0.075 -2.804 2.295
H 0.653 -1.715 2.920
O 0.092 -1.862 2.146
```

Properties
**2S+1**: 1
**Max |F|**: 2.51 eV/A
**LUMO level**: -3.51 eV
**Net charge**: +1


no.,molar mass (g/mol)
1,691.617
2,1825.437
3,430.386
4,592.234
5,607.422
6,90.146